Record 1
Entry from OMol25: a structure of composition C16H26CaN7O6 (ωB97M-V/def2-TZVPD).

Geometry as ORCA input:
```
! wB97M-V def2-TZVPD RIJCOSX def2/J DEFGRID3
* xyz -1 1
C -0.719 -3.150 3.273
H 2.053 1.209 -3.833
N -1.857 -3.314 3.145
H -0.962 2.415 -1.263
H 0.576 1.755 -3.061
H 4.109 1.006 -1.854
H -3.637 -2.248 0.121
H -3.843 -0.036 -1.028
C 1.347 -2.198 2.388
H 3.126 2.657 -0.912
C 0.651 -0.355 -3.306
C -2.872 -0.687 1.388
H -1.983 -2.502 0.680
C 2.088 2.405 -1.152
C 3.271 0.311 -1.712
H -1.568 0.833 -2.849
H 4.440 -1.069 -0.575
O 0.754 -1.791 1.355
N -1.672 0.148 1.557
N 2.674 -1.942 2.545
C -2.342 2.109 0.194
O 3.600 0.232 0.730
N -2.096 -1.167 -0.908
H -0.957 2.072 1.827
C -2.675 -1.748 0.305
H -3.716 -0.041 1.136
H 1.738 3.143 -1.875
N -1.506 1.630 -0.923
O 1.236 1.544 0.900
H -2.663 1.900 2.290
H 3.084 -1.205 1.982
H -1.186 -0.128 2.402
C 0.668 -2.930 3.402
N 2.000 1.047 -1.700
C 1.357 0.991 -3.013
H -3.351 -0.714 -2.561
O 0.703 3.651 0.341
H -3.129 -1.201 2.316
O 0.279 -0.527 -4.466
C 1.354 -3.359 4.558
C -2.265 1.049 -2.038
H -2.326 3.201 0.235
H -3.019 1.746 -2.433
O 0.460 -1.116 -2.306
H 2.765 0.742 0.842
C -2.969 -0.252 -1.646
H 3.263 -0.377 -2.561
H -1.719 -1.874 -1.527
N 1.974 -3.681 5.480
C 3.500 -0.523 -0.466
H -3.380 1.820 0.006
C -1.898 1.593 1.560
H 3.097 -2.137 3.437
Ca 0.173 -0.236 -0.189
H 2.706 -1.277 -0.383
C 1.267 2.577 0.143
*
```

Calculated values
Frontier orbital gap = 7.93 eV
LUMO = 2.62 eV

Which charges does Mulliken predict for the atoms? In e, they are:
1. C 0.1927
2. H 0.4371
3. N -0.6947
4. H 0.3094
5. H 0.4505
6. H 0.3790
7. H 0.3040
8. H 0.3261
9. C 0.5347
10. H 0.3586
11. C 0.3178
12. C -0.7970
13. H 0.4458
14. C -1.0142
15. C -1.1448
16. H 0.2719
17. H 0.4639
18. O -0.8410
19. N -0.2462
20. N -0.3786
21. C -0.8013
22. O -0.7671
23. N -0.0816
24. H 0.3663
25. C -0.9946
26. H 0.3572
27. H 0.4320
28. N -0.0599
29. O -0.8646
30. H 0.4581
31. H 0.2049
32. H 0.2427
33. C 0.0547
34. N 0.8761
35. C -0.8736
36. H 0.5107
37. O -0.7599
38. H 0.6096
39. O -0.7843
40. C -0.1168
41. C -0.8369
42. H 0.4478
43. H 0.4357
44. O -0.7002
45. H 0.5222
46. C -1.0170
47. H 0.5217
48. H 0.3813
49. N -0.6251
50. C -0.3884
51. H 0.4003
52. C -1.0118
53. H 0.2105
54. Ca 2.1461
55. H 0.1608
56. C 0.6694

=====

Record 2
Entry from OMol25: a structure of composition C38H51Cl2F4N6O6PtS2Si (ωB97M-V/def2-TZVPD).

Geometry as ORCA input:
```
! wB97M-V def2-TZVPD RIJCOSX def2/J DEFGRID3
* xyz 1 1
H -2.498 2.715 4.278
H 0.554 0.838 -2.981
C 2.786 -4.779 -1.706
C 1.126 0.347 -5.880
H 4.334 0.620 -4.660
H 3.838 5.254 -4.243
H -2.644 -4.373 0.673
H -5.070 -0.820 -0.497
C -3.345 -0.829 3.124
H 0.761 3.498 0.248
H 3.879 -2.125 3.552
H 3.033 -0.532 -6.143
C 0.590 -2.040 -0.368
C -2.789 -3.526 1.347
C 1.776 -4.105 -1.041
H 5.096 1.771 -6.505
C 2.005 3.110 -4.024
H 5.344 4.446 -3.838
O 4.038 2.517 -3.032
C -1.103 1.157 -6.369
H 2.918 1.065 -6.813
C -2.538 -2.351 -1.442
C 0.554 -0.697 -5.156
H -3.459 -2.520 -2.008
C 0.033 -1.441 4.001
O -4.291 1.212 -1.771
O -1.900 0.578 -1.830
C 2.563 -2.017 -1.942
H 5.170 5.265 -5.388
Cl -3.354 0.047 -5.369
C 0.275 1.252 -6.506
H 1.286 2.829 -4.788
H 2.768 -0.474 0.601
H -2.000 -1.564 -1.960
F -2.114 4.057 -1.957
C -2.761 1.706 3.989
N 1.443 2.764 -2.723
H 4.968 2.299 -3.162
S -2.955 1.602 -1.509
H 4.301 -2.139 -3.205
C 4.651 4.653 -4.651
Si -3.040 -1.962 0.325
H -3.875 1.238 5.761
Cl 4.954 -4.889 -3.306
H -1.906 -3.463 1.983
H 3.880 -2.477 0.490
C -3.807 -0.393 4.351
S 0.739 0.717 1.754
N 2.551 -1.145 1.321
H 4.939 -3.202 2.642
H 3.876 4.433 -7.186
H -3.656 -3.754 1.971
C 3.301 0.976 -4.662
H -0.218 -1.022 6.084
C -0.819 -0.809 -5.007
H -1.954 -3.270 -1.482
O 0.401 -0.798 -0.794
C 4.369 -2.276 2.589
C 0.601 -1.156 5.379
C 3.380 2.477 -4.301
H 2.085 4.192 -3.997
H -1.254 -1.619 -4.438
H 0.689 2.050 -7.112
H -5.434 -2.445 0.094
H 2.832 0.482 -3.806
H -4.396 -1.068 4.958
H 2.477 -0.941 -2.022
H 6.034 2.269 -5.091
H -1.758 1.872 -6.847
C 3.368 -2.352 1.444
C -2.590 3.036 -2.658
C -4.859 -1.537 0.297
N -2.192 -0.532 1.000
H 1.066 -4.643 -0.425
H 2.882 -5.853 -1.629
H 1.195 -1.448 -4.707
H -0.575 -0.617 3.651
C 3.274 3.814 -6.520
Pt -0.806 0.520 0.004
H -0.592 -2.334 3.999
H 5.961 3.303 -6.505
N 0.441 1.821 -1.070
H 2.428 4.424 -6.203
N 1.102 -1.659 3.021
C 3.685 -4.059 -2.481
C -2.321 1.253 2.764
F -3.689 3.401 -3.285
N 1.516 3.653 -1.706
C -3.518 0.885 4.804
C -1.640 0.137 -5.602
F -1.558 2.150 2.068
H 1.225 -1.977 5.738
O -2.590 2.080 -0.170
H 2.699 -3.213 1.538
C 1.656 -2.725 -1.160
H 1.611 -2.528 3.116
H 1.197 -0.243 5.369
C 1.486 -0.856 2.059
H -3.578 -1.839 2.830
H -5.224 -1.116 1.235
C 2.629 0.466 -5.953
H 2.895 2.985 -7.113
C 0.898 3.057 -0.726
H 5.065 -1.453 2.435
O 0.061 -2.547 0.590
C 5.372 2.626 -5.886
F -1.669 2.679 -3.558
C 4.151 3.372 -5.337
C 3.585 -2.679 -2.601
C 0.795 1.674 -2.344
C -2.584 -0.026 2.248
*
```

Calculated values
Frontier orbital gap (spin up / spin down) = 5.36 / 5.36 eV
LUMO (spin up / spin down) = -4.63 / -4.63 eV

These are the Mulliken partial charges, in e, on atoms 1 to 99:
1. H 0.4811
2. H 0.6309
3. C -1.0515
4. C 0.1978
5. H 0.8770
6. H 0.3088
7. H 0.4689
8. H 0.2604
9. C -0.2541
10. H 0.5404
11. H 0.3042
12. H 0.4998
13. C -0.4938
14. C -1.5265
15. C -0.0057
16. H 0.2797
17. C -2.1211
18. H 0.3572
19. O -0.7812
20. C -1.1325
21. H 0.6473
22. C -0.2077
23. C -0.2272
24. H 0.5346
25. C 0.3962
26. O -0.6666
27. O -1.5066
28. C 0.2115
29. H 0.4632
30. Cl -0.1796
31. C -0.0302
32. H 0.2593
33. H 0.2051
34. H -0.8301
35. F -0.2590
36. C -0.5859
37. N 1.4851
38. H 0.6775
39. S 1.6015
40. H 0.5734
41. C -1.6040
42. Si 0.9729
43. H 0.4271
44. Cl -0.1977
45. H 0.1498
46. H 0.2475
47. C -1.2494
48. S -0.3703
49. N 0.1031
50. H 0.4253
51. H 0.5474
52. H 0.4960
53. C -0.2342
54. H 0.4236
55. C -0.6395
56. H 0.3909
57. O 0.6493
58. C -1.3527
59. C -1.4945
60. C 2.4420
61. H 0.5170
62. H 0.4793
63. H 0.3860
64. H 0.3972
65. H -0.9671
66. H 0.4598
67. H 0.1866
68. H 0.3479
69. H 0.4735
70. C -0.5065
71. C 0.4336
72. C -1.2474
73. N 1.6696
74. H 0.5131
75. H 0.4604
76. H 0.5121
77. H -0.3718
78. C -1.5221
79. Pt 0.1977
80. H 0.2886
81. H 0.5113
82. N 0.5767
83. H 0.2748
84. N 0.2893
85. C 0.3154
86. C 0.7251
87. F -0.2238
88. N -1.2228
89. C -0.6486
90. C 0.3870
91. F -0.3358
92. H 0.4020
93. O -0.6041
94. H 0.4331
95. C 0.0597
96. H 0.3513
97. H 0.3196
98. C 0.1656
99. H 0.3206

=====

Record 3
Entry from OMol25: a cluster of 5 separate species, C18H35FNO4 in total at a distorted geometry (ωB97M-V/def2-TZVPD).

Geometry as ORCA input:
```
! wB97M-V def2-TZVPD RIJCOSX def2/J DEFGRID3
* xyz -1 1
C -0.321 -7.105 -1.606
C 0.978 1.959 -0.143
H -4.292 -2.930 -1.187
H -2.602 -0.849 -1.261
H -2.099 2.265 3.028
H -1.268 -1.982 -1.575
C -1.183 3.074 1.297
H -2.255 1.443 0.475
C -0.712 -6.227 -2.771
C 1.584 -2.764 -3.015
C -1.318 7.392 4.225
H -1.196 -0.872 -0.186
H -1.818 2.655 -0.724
H 1.038 4.991 5.146
H -0.867 7.725 3.289
H -0.954 4.103 1.006
H 1.283 6.280 3.952
H -0.843 -6.771 -0.712
H 3.992 1.396 0.969
H -0.341 -7.551 -4.421
H 3.416 0.189 -3.005
C -3.479 -3.492 -0.723
H 1.765 -0.024 -2.380
H -2.903 -4.003 -1.495
C 3.256 2.185 1.117
C 0.753 6.002 4.864
H 1.571 1.557 -0.975
C -1.858 -1.497 -0.793
N -0.293 1.264 -0.128
H -2.392 7.293 4.088
C -2.545 -2.561 0.027
C -0.740 6.055 4.635
O 3.094 -1.771 -4.558
H 1.002 -6.448 -4.042
C -1.237 2.783 2.617
O -1.489 -5.313 -2.640
H -0.588 -8.143 -1.812
H 3.456 2.710 2.052
C -1.425 2.101 0.163
O -2.363 -2.694 1.217
H 1.947 -3.192 -2.079
H 0.590 -2.344 -2.860
H 3.115 -0.861 -1.604
C 1.814 1.653 1.114
H 1.316 1.974 2.024
H -0.453 -5.831 -4.849
H -0.424 3.079 3.270
H -1.121 8.139 4.997
C 2.720 -0.520 -2.562
H -3.899 -4.224 -0.036
H 0.909 3.041 -0.324
H 0.755 -7.042 -1.435
H 1.872 0.564 1.157
H 1.524 -3.551 -3.766
F 3.478 3.145 0.114
C 2.529 -1.689 -3.489
O -1.433 5.079 4.763
H 1.037 6.691 5.662
C -0.084 -6.537 -4.109
*
```

Calculated values
Frontier orbital gap = 4.07 eV
LUMO = 2.30 eV

Which charges does Mulliken predict for the atoms? In e, they are:
1. C -1.1234
2. C -0.5502
3. H 0.3430
4. H 0.3398
5. H 0.2299
6. H -0.2769
7. C -0.0086
8. H 0.2985
9. C 0.8239
10. C -0.6113
11. C -1.1592
12. H 0.0893
13. H 0.2117
14. H 0.2943
15. H 0.3162
16. H 0.3338
17. H 0.3171
18. H 0.2984
19. H 0.2071
20. H 0.3985
21. H 0.3534
22. C -0.7854
23. H 0.1973
24. H 0.0447
25. C -0.3352
26. C -1.1648
27. H -0.0689
28. C -0.1910
29. N -0.1615
30. H 0.2976
31. C 0.7870
32. C 0.8743
33. O -0.6049
34. H 0.3216
35. C -0.6782
36. O -0.5252
37. H 0.3360
38. H 0.3060
39. C -0.7788
40. O -0.5992
41. H 0.3897
42. H 0.0037
43. H 0.3300
44. C -0.1238
45. H -0.0345
46. H 0.2840
47. H 0.1069
48. H 0.3438
49. C -0.9477
50. H 0.2934
51. H 0.3028
52. H 0.3147
53. H 0.1359
54. H 0.2140
55. F -0.3343
56. C 0.6370
57. O -0.4930
58. H 0.3792
59. C -1.1987

=====

Record 4
Entry from OMol25: a cluster of 2 separate species, HN5OS in total at a distorted geometry (ωB97M-V/def2-TZVPD).

Geometry as ORCA input:
```
! wB97M-V def2-TZVPD RIJCOSX def2/J DEFGRID3
* xyz -2 1
N -0.033 -3.057 -0.451
O -1.300 -0.449 1.213
N -0.790 -2.367 0.289
H -0.089 14.112 -2.474
N 1.813 -1.525 0.509
S -0.082 -4.600 -0.822
N 0.908 -0.871 0.951
N -0.427 -1.243 0.785
*
```

Calculated values
Frontier orbital gap (spin up / spin down) = 2.16 / 2.16 eV
LUMO (spin up / spin down) = 3.68 / 3.68 eV

Which charges does Mulliken predict for the atoms? In e, they are:
1. N -0.1054
2. O -0.7396
3. N -0.1516
4. H -1.0000
5. N -0.3798
6. S -0.4406
7. N -0.0705
8. N 0.8874

=====

Record 5
Entry from OMol25: an isolated molecule of C16H18FN3O3S2 (ωB97M-V/def2-TZVPD).

Geometry as ORCA input:
```
! wB97M-V def2-TZVPD RIJCOSX def2/J DEFGRID3
* xyz 0 1
S -2.759 0.323 0.232
H 0.090 1.018 0.262
H 5.672 2.635 0.595
H -2.309 -2.580 2.198
H -4.749 2.275 1.470
O -2.012 0.187 -0.986
H 7.152 0.955 -0.502
H 6.108 -0.984 -1.639
C 0.857 -0.660 1.382
C -5.117 1.805 0.577
C -4.375 0.918 -0.140
C 3.896 1.604 0.082
C 1.255 -0.604 -1.408
O -2.187 1.128 1.269
N 0.271 -1.671 0.531
H 1.831 -1.036 1.722
N -3.131 -1.171 0.909
O -1.372 -2.972 -0.280
C -6.387 2.024 0.002
H -3.396 -1.818 0.172
C 4.120 -0.407 -1.148
C 1.065 0.647 0.591
H 0.239 -0.461 2.253
H 1.513 1.389 1.245
H -7.439 1.268 -1.762
C 6.081 0.833 -0.512
H -7.121 2.692 0.413
H 0.577 -2.668 -1.257
F 3.162 2.587 0.672
H -1.631 -0.928 2.282
H 2.058 -2.316 -0.320
C -6.573 1.294 -1.131
C -0.977 -2.170 0.554
C -1.979 -1.715 1.618
H 0.255 -0.235 -1.664
C 5.264 1.764 0.105
S -5.204 0.331 -1.523
N 1.883 0.400 -0.577
H 3.712 -1.272 -1.644
C 1.088 -1.925 -0.645
C 5.493 -0.247 -1.145
H 1.818 -0.744 -2.329
C 3.260 0.509 -0.524
*
```

Calculated values
Frontier orbital gap = 8.02 eV
LUMO = 0.37 eV
SMILES = O=C(CNS(=O)(=O)c1cccs1)N1CCN(c2ccccc2F)CC1

Which charges does Mulliken predict for the atoms? In e, they are:
1. S 1.4326
2. H 0.2770
3. H 0.4277
4. H 0.3791
5. H 0.4969
6. O -0.5911
7. H 0.3767
8. H 0.3839
9. C -0.7854
10. C -0.4172
11. C -0.0446
12. C 0.6133
13. C -1.2259
14. O -0.6887
15. N 0.0538
16. H 0.4168
17. N -0.3505
18. O -0.7382
19. C -0.5498
20. H 0.3694
21. C -0.3605
22. C -0.7013
23. H 0.3438
24. H 0.4573
25. H 0.4354
26. C -0.4253
27. H 0.3923
28. H 0.3880
29. F -0.3406
30. H 0.3385
31. H 0.3868
32. C -0.4739
33. C 0.9752
34. C -0.8818
35. H 0.3794
36. C -0.6270
37. S -0.0745
38. N 0.0633
39. H 0.2414
40. C -0.7122
41. C -0.8968
42. H 0.6207
43. C 0.6362

=====

Record 6
Entry from OMol25: a cluster of 7 separate species, C24H62N2O8S in total at a distorted geometry (ωB97M-V/def2-TZVPD).

Geometry as ORCA input:
```
! wB97M-V def2-TZVPD RIJCOSX def2/J DEFGRID3
* xyz 0 1
H -2.401 1.983 9.303
H -3.362 0.658 7.223
C -1.613 -1.117 1.647
C -1.940 -5.093 3.231
C -2.977 1.687 7.160
H 0.584 0.723 -0.295
H -1.258 -4.951 1.252
H -5.072 4.411 -1.388
H -2.429 3.393 8.285
O -1.435 -6.892 1.667
O -4.069 2.691 -1.012
O -0.819 1.085 2.805
C -4.246 -0.442 -2.874
O -3.942 2.324 6.298
H -2.044 -1.492 -1.085
C -5.691 2.924 -2.780
H 6.685 -1.021 -5.920
C -3.322 -5.411 1.058
O 5.291 -1.601 -4.542
H -2.742 4.729 -2.260
S -1.020 0.630 1.452
H 5.118 0.175 -3.417
H 5.253 -1.271 -2.527
H 1.389 0.506 1.319
H -2.304 -1.526 0.915
N 4.715 2.476 1.927
H -1.760 -4.019 3.309
C -0.285 -1.919 1.539
H 1.545 -0.151 -4.285
H -4.705 2.578 6.820
C 0.466 -1.301 0.380
H -2.885 -5.330 3.724
C 4.796 -0.878 -3.445
H -5.326 2.020 -3.272
C -2.953 2.444 8.490
C 5.681 3.279 -2.741
H 4.532 1.748 2.602
H 3.020 -1.934 -3.764
H 4.918 4.047 -2.894
H -1.212 2.677 6.497
C -3.542 -1.825 -2.772
H -3.108 3.495 -3.480
H -2.032 -1.236 2.643
H -0.081 -1.439 -0.551
H -1.115 -5.547 3.778
C -3.547 4.255 -2.826
H -0.967 0.915 6.841
C -1.988 -5.584 1.778
C 4.580 0.628 0.323
H -4.107 -5.783 1.718
H 3.236 -1.369 -1.430
H 6.668 3.743 -2.792
H 4.165 3.454 -0.555
H -3.163 2.488 -1.266
H -4.635 -2.012 -1.175
H -1.602 -2.567 -2.425
H -3.941 0.093 -3.772
H -6.090 3.609 -3.533
C 3.284 -0.926 -3.427
H -6.573 2.586 -2.231
N 2.652 -0.890 -2.115
O 5.514 2.378 -1.665
H -3.474 -4.380 0.738
H -1.563 -0.836 -2.584
H -3.328 -5.960 0.116
C 0.596 0.182 0.649
C 5.160 3.001 -0.458
H -1.713 1.507 5.377
H 5.369 3.110 2.375
H 3.546 0.804 0.031
H -0.511 -2.981 1.417
H 7.079 -0.556 -4.296
H 6.315 1.710 0.784
C 5.254 1.970 0.666
H -5.306 -0.650 -3.061
H -0.607 -6.901 1.193
H 2.363 -0.119 -1.528
C -2.145 -1.657 -2.152
H -4.242 0.025 -1.891
O -4.361 -2.595 -1.887
H 7.280 -2.236 -4.797
H 0.191 -1.936 2.524
C -4.624 3.594 -1.966
H 5.585 2.634 -3.621
H -3.916 2.922 8.689
H -3.939 5.065 -3.443
H 4.658 -0.150 1.080
C 6.624 -1.365 -4.880
O -1.755 1.312 0.416
C -1.646 1.673 6.456
H 1.422 -1.813 0.251
C 2.595 0.142 -4.297
H -3.382 -2.285 -3.742
H 5.174 0.307 -0.538
H 3.031 0.305 -5.277
H 2.635 1.067 -3.714
H 5.845 3.786 -0.099
*
```

Calculated values
Frontier orbital gap = 9.69 eV
LUMO = 0.47 eV
SMILES = O=S1(=O)CCCC1.COC[C@H](C)N.COC[C@H](C)N.CC(C)O.CC(C)O.CC(C)O.CC(C)O

Which charges does Mulliken predict for the atoms? In e, they are:
1. H 0.3281
2. H 0.1916
3. C -0.7526
4. C -0.9841
5. C 0.5368
6. H 0.4656
7. H -0.1542
8. H 0.1704
9. H 0.3436
10. O -0.5901
11. O -0.4234
12. O -0.6327
13. C -1.3735
14. O -0.5421
15. H -0.5955
16. C -1.0942
17. H 0.2741
18. C -1.1317
19. O -0.4164
20. H 0.3797
21. S 1.1914
22. H -0.1169
23. H 0.3761
24. H 0.2271
25. H 0.0820
26. N -0.6709
27. H 0.1615
28. C -0.3359
29. H 0.3250
30. H 0.2851
31. C 0.1766
32. H 0.3459
33. C -0.0897
34. H 0.1072
35. C -1.2328
36. C -0.8643
37. H 0.2297
38. H 0.1497
39. H 0.3561
40. H 0.3133
41. C 0.1309
42. H 0.3485
43. H 0.5935
44. H 0.0373
45. H 0.3132
46. C -1.5211
47. H 0.3311
48. C 0.8868
49. C -1.0421
50. H 0.3566
51. H 0.2571
52. H 0.2950
53. H 0.3547
54. H 0.2413
55. H 0.3476
56. H 0.3440
57. H 0.4584
58. H 0.3985
59. C 0.4907
60. H 0.3202
61. N -0.2425
62. O -0.1789
63. H 0.1789
64. H 0.3591
65. H 0.3232
66. C -0.9707
67. C -0.7516
68. H 0.2462
69. H 0.2577
70. H 0.1149
71. H -0.2593
72. H 0.2789
73. H 0.2155
74. C 0.4096
75. H 0.3764
76. H 0.3348
77. H -0.0713
78. C -0.2381
79. H 0.3702
80. O -0.5957
81. H 0.2754
82. H 0.3227
83. C 0.6897
84. H 0.2196
85. H 0.3499
86. H 0.4100
87. H 0.5582
88. C -0.7018
89. O -0.5563
90. C -1.1388
91. H 0.3380
92. C -1.4354
93. H 0.4005
94. H 0.1790
95. H 0.3700
96. H 0.3102
97. H 0.2943

=====

Number 1: E_tot -58176.78656 eV. Number 2: E_tot -130165.80509 eV. Number 3: E_tot -31627.76657 eV. Number 4: E_tot -20340.32442 eV. Number 5: E_tot -51884.25567 eV. Number 6: E_tot -56084.82854 eV.